*1*
14
Properties=species:S:1:pos:R:3 method="wB97M-V/def2-TZVPD" orbital_gap_ev=3.7 e_lumo_ha=-0.374 homo_energy_ev=-13.85 total_charge=+1
O 1.43525 1.48009 -0.00241
C 0.84720 0.65197 0.59173
C -0.62740 0.21754 0.25485
C -0.48937 -1.20226 -0.30352
O 0.20372 -1.94778 0.68543
N -1.27343 1.03086 -0.69535
H 1.32593 -0.01895 1.32901
H -1.23464 0.21118 1.15485
H 0.09488 -1.15569 -1.23108
H -1.45455 -1.68062 -0.42576
H 0.63014 -2.71574 0.28576
H 0.49934 1.04505 -3.92359
H -0.78932 1.02067 -1.59895
H -1.33195 2.02223 -0.46755

***

*2*
14
Properties=species:S:1:pos:R:3 method="wB97M-V/def2-TZVPD" orbital_gap_ev=11.4 e_lumo_ha=-0.127 homo_energy_ev=-14.90 total_charge=+1
O 0.63790 2.12736 1.19000
C 0.04167 1.40648 -0.08939
C -0.24539 -0.27476 -0.50393
O -0.40859 -0.32044 -1.78056
C -0.84938 -1.23732 0.45659
N 0.58047 -1.31013 0.17706
H 0.47000 3.11976 1.09802
H 0.63260 1.51040 -0.99036
H -0.93023 2.03494 -0.31523
H 0.14562 0.27652 -2.22859
H -1.39129 -2.09969 0.01685
H -1.20253 -0.90543 1.44012
H 1.21886 -1.14599 0.95386
H 1.10493 -1.96092 -0.44041

***

*3*
14
Properties=species:S:1:pos:R:3 method="wB97M-V/def2-TZVPD" orbital_gap_ev="4.0 / 9.4" e_lumo_ha="-0.242 / -0.137" homo_energy_ev="-10.64 / -13.13" total_charge=+1
C -2.41912 -0.70548 -2.90374
C -2.07723 -0.03558 -1.87923
C 0.86023 0.22030 0.67844
N 1.37126 0.91675 2.39519
O 0.51171 -1.02358 1.10059
O 1.79760 0.26023 -0.27669
H -3.15081 -1.48464 -2.67916
H -1.99185 -0.84743 -3.89339
H -2.17762 0.42612 -0.91492
H 0.65317 0.43539 2.93587
H 2.23500 0.46996 2.61117
H 1.34865 2.00161 2.33800
H 1.17416 -1.79441 0.89624
H 1.86487 1.16075 -0.40837

***

*4*
14
Properties=species:S:1:pos:R:3 method="wB97M-V/def2-TZVPD" orbital_gap_ev=9.0 e_lumo_ha=-0.196 homo_energy_ev=-14.35 total_charge=+1
C 2.00730 -0.46835 -0.25084
C 0.61642 -0.08480 0.05298
C -0.80273 -0.44538 -0.09369
N -1.55805 -1.08943 0.93320
O 1.27794 -0.49316 1.10705
O 0.89571 2.03961 -0.23383
H 2.25218 -1.48294 -0.59887
H 2.73343 0.24696 -0.45697
H -1.00442 -0.99777 -1.00840
H -1.32235 0.55193 -0.48339
H -2.18513 -0.45531 1.43021
H 0.35576 2.72431 -0.65588
H -0.84321 -1.48060 1.64158
H 1.62056 2.43698 0.25256

***

Relative calculated energies, zero for the most stable structure, unit kcal/mol: *1* 104.1; *2* 0.0; *3* 71.7; *4* 3.5.